DFT (ωB97M-V/def2-TZVPD) results for a cluster of 13 separate species, C62H118O16 in total.

The geometry in XYZ format:
```
196
Properties=species:S:1:pos:R:3
C 4.18 -3.78 -4.73
C 4.14 -3.27 -6.16
C 3.03 -2.28 -6.32
C 2.96 -1.54 -7.69
C 4.18 -0.64 -7.92
C 3.92 0.30 -9.11
H 4.73 -3.10 -4.11
H 4.69 -4.75 -4.68
H 3.22 -3.80 -4.23
H 5.08 -2.86 -6.55
H 3.95 -4.10 -6.85
H 2.89 -1.54 -5.54
H 2.17 -2.97 -6.28
H 2.88 -2.27 -8.51
H 2.05 -0.91 -7.67
H 4.46 -0.09 -7.02
H 5.03 -1.31 -8.11
H 4.64 1.10 -9.29
H 3.73 -0.22 -10.05
H 3.05 0.86 -8.78
C -0.99 1.60 -3.69
C -0.40 0.27 -4.00
C -1.11 -0.51 -5.16
C -2.49 -1.04 -4.86
C -2.45 -2.02 -3.67
C -3.84 -2.60 -3.44
H -2.07 1.60 -3.59
H -0.91 2.36 -4.47
H -0.58 2.05 -2.78
H 0.72 0.28 -4.29
H -0.43 -0.28 -3.06
H -0.57 -1.53 -5.33
H -1.04 0.05 -6.07
H -3.17 -0.22 -4.62
H -2.86 -1.47 -5.76
H -1.68 -2.82 -3.74
H -2.22 -1.44 -2.80
H -4.30 -3.16 -4.30
H -3.85 -3.26 -2.56
H -4.57 -1.78 -3.20
C 0.89 4.28 3.19
C 0.18 5.33 2.44
C -1.02 4.98 1.56
C -1.59 6.20 0.81
C -2.61 5.80 -0.24
C -2.54 6.65 -1.48
H 1.51 3.66 2.54
H 0.09 3.65 3.68
H 1.56 4.63 3.98
H -0.32 6.02 3.16
H 0.87 5.83 1.80
H -1.82 4.42 2.07
H -0.60 4.25 0.84
H -1.97 7.02 1.56
H -0.73 6.56 0.20
H -2.38 4.75 -0.57
H -3.59 5.80 0.17
H -1.53 6.67 -1.76
H -3.20 6.27 -2.26
H -2.80 7.64 -1.11
C -0.37 1.02 5.27
C -1.69 0.35 4.89
C -2.27 1.10 3.71
C -3.81 0.75 3.49
C -4.63 1.17 4.72
C -6.21 1.08 4.57
H 0.40 0.84 4.48
H 0.09 0.62 6.16
H -0.52 2.10 5.27
H -1.71 -0.70 4.73
H -2.33 0.62 5.70
H -1.66 1.05 2.80
H -2.20 2.21 3.86
H -4.16 1.17 2.54
H -3.97 -0.33 3.45
H -4.32 0.62 5.60
H -4.51 2.28 4.88
H -6.52 0.02 4.59
H -6.59 1.53 5.52
H -6.66 1.71 3.78
C -4.62 1.63 -1.75
C -4.24 2.09 -0.29
C -5.47 2.79 0.34
C -6.77 1.98 0.60
C -8.01 2.79 1.10
C -8.44 3.94 0.13
H -5.46 0.93 -1.72
H -3.81 1.04 -2.16
H -4.85 2.45 -2.36
H -3.77 1.22 0.16
H -3.43 2.82 -0.22
H -5.73 3.65 -0.34
H -5.15 3.32 1.31
H -7.05 1.33 -0.31
H -6.62 1.24 1.39
H -8.89 2.20 1.31
H -7.82 3.37 2.03
H -8.95 3.63 -0.78
H -9.15 4.54 0.62
H -7.63 4.59 -0.16
O -1.52 -1.97 2.14
C -2.66 -2.08 1.69
O -3.09 -1.23 0.79
C -4.48 -1.39 0.48
C -4.95 -2.70 1.23
C -3.73 -3.11 2.11
H -4.52 -1.48 -0.60
H -4.93 -0.46 0.80
H -5.19 -3.47 0.48
H -5.90 -2.53 1.87
H -3.34 -4.10 1.86
H -3.92 -3.03 3.20
O 3.31 -0.09 3.56
C 3.68 -0.41 4.63
O 4.97 -0.44 4.93
C 5.15 -0.48 6.37
C 3.97 -1.32 6.76
C 2.87 -0.72 5.87
H 5.21 0.57 6.74
H 6.24 -0.85 6.46
H 3.70 -1.32 7.84
H 4.14 -2.39 6.44
H 2.42 0.23 6.15
H 2.12 -1.45 5.61
O 6.74 3.22 -1.12
C 6.31 2.16 -1.44
O 6.61 1.63 -2.66
C 5.91 0.41 -2.77
C 5.80 -0.12 -1.37
C 5.42 1.15 -0.63
H 6.55 -0.18 -3.41
H 4.86 0.47 -3.16
H 6.72 -0.53 -0.97
H 5.03 -0.88 -1.32
H 5.53 1.24 0.47
H 4.42 1.47 -0.94
O 0.75 3.88 -1.07
C 1.45 3.68 -2.05
O 2.31 2.56 -2.07
C 2.90 2.58 -3.43
C 2.10 3.54 -4.33
C 1.53 4.48 -3.31
H 2.86 1.52 -3.78
H 3.95 2.94 -3.35
H 1.29 3.06 -4.94
H 2.80 3.93 -5.04
H 0.67 5.10 -3.49
H 2.35 5.25 -3.05
O -2.31 -4.35 -0.16
C -1.09 -4.15 -0.16
O -0.30 -5.04 0.36
C 1.11 -4.58 0.17
C 1.07 -3.09 -0.24
C -0.42 -2.99 -0.75
H 1.54 -5.19 -0.62
H 1.53 -4.79 1.14
H 1.81 -2.73 -0.95
H 1.19 -2.50 0.75
H -0.58 -3.03 -1.85
H -0.89 -2.13 -0.29
O 4.30 -4.59 0.10
C 4.77 -4.12 1.16
O 5.69 -3.18 1.18
C 6.01 -2.77 2.50
C 5.53 -3.94 3.38
C 4.38 -4.50 2.55
H 5.53 -1.82 2.74
H 7.04 -2.61 2.54
H 5.25 -3.61 4.41
H 6.29 -4.76 3.47
H 3.38 -4.11 2.81
H 4.22 -5.58 2.59
O 2.46 -0.36 -1.56
C 1.87 0.18 -0.68
O 0.55 0.45 -0.70
C 0.04 0.97 0.60
C 1.11 0.56 1.60
C 2.41 0.61 0.70
H -1.00 0.59 0.78
H -0.01 2.04 0.55
H 1.02 -0.37 2.10
H 1.21 1.34 2.40
H 3.23 -0.05 0.95
H 2.78 1.62 0.61
O 1.60 -3.92 5.64
C 0.95 -4.64 4.91
O 1.49 -5.65 4.22
C 0.42 -6.30 3.40
C -0.90 -5.79 3.86
C -0.47 -4.43 4.56
H 0.57 -7.37 3.50
H 0.63 -5.98 2.39
H -1.38 -6.43 4.61
H -1.55 -5.67 3.00
H -1.08 -4.01 5.33
H -0.46 -3.67 3.78
```

Results
energy above the lowest of the compared OMol25 structures with the same formula, charge and spin = 106.1 kJ/mol
HOMO-LUMO gap = 10.320 eV
LUMO = 0.6 eV
highest occupied orbital energy = -9.72 eV



DFT (ωB97M-V/def2-TZVPD) results for the ion C3H4NO3 with charge +1.

The geometry in XYZ format:
```
11
Properties=species:S:1:pos:R:3
C 1.44 -1.07 1.90
C 0.87 -0.45 0.85
C -0.65 0.35 -1.43
N -0.89 0.87 0.02
O 1.92 -1.62 2.74
O -1.74 1.67 0.33
O -0.21 0.37 0.98
H 1.03 -0.95 -0.16
H -1.56 0.74 -2.02
H -0.56 -0.67 -1.39
H 0.35 0.77 -1.83
```

Results
energy above the lowest of the compared OMol25 structures with the same formula, charge and spin = 259.3 kJ/mol
total charge = +1
⟨S²⟩ = 2.01
HOMO-LUMO gap (alpha / beta) = 6.389 / 7.107 eV
spin multiplicity = 3
LUMO (alpha / beta) = -6.3 / -8.8 eV
highest occupied orbital energy (alpha / beta) = -12.71 / -15.87 eV



DFT (ωB97M-V/def2-TZVPD) results for a cluster of 3 separate species, C39H29N2O6 in total.

The geometry in XYZ format:
```
76
Properties=species:S:1:pos:R:3
C -1.51 -3.94 1.96
C -1.57 -2.27 1.96
C -2.88 -1.78 2.88
N -2.60 -0.53 3.69
N -1.95 -0.80 4.88
C -2.85 -1.27 5.85
O -3.44 -2.18 6.68
O -0.31 -1.68 2.44
C 0.43 -0.98 1.37
C 1.49 -2.11 0.74
C 3.02 -2.12 1.35
C 4.04 -3.28 0.74
C 3.44 -4.32 -0.39
C 1.90 -4.28 -0.99
C 0.89 -3.12 -0.39
H -1.60 -4.38 0.86
H -2.37 -4.42 2.59
H -0.48 -4.34 2.38
H -1.78 -1.99 0.82
H -3.32 -2.68 3.48
H -3.71 -1.48 2.08
H -0.24 -0.47 0.56
H 1.03 -0.10 1.90
H 3.37 -1.35 2.19
H 5.13 -3.30 1.18
H 4.14 -5.16 -0.80
H 1.47 -5.03 -1.79
H -0.24 -2.99 -0.73
C 10.73 -0.88 -2.38
C 11.14 0.31 -2.99
C 10.25 1.37 -3.12
C 8.94 1.25 -2.66
C 8.51 0.06 -2.08
C 9.41 -1.01 -1.93
C 7.11 -0.10 -1.63
O 6.74 -1.15 -1.12
C 6.17 1.02 -1.83
C 4.82 0.86 -1.46
C 3.93 1.92 -1.63
C 4.37 3.13 -2.15
C 5.71 3.29 -2.52
C 6.60 2.23 -2.37
C 8.01 2.39 -2.79
O 8.40 3.46 -3.26
H 11.42 -1.71 -2.26
H 12.16 0.40 -3.35
H 10.59 2.30 -3.59
H 9.09 -1.93 -1.46
H 4.47 -0.08 -1.05
H 2.88 1.79 -1.35
H 3.67 3.96 -2.28
H 6.04 4.24 -2.93
C -8.04 2.68 -3.36
C -6.67 2.38 -3.35
C -6.06 1.99 -2.16
C -6.80 1.91 -0.98
C -8.16 2.23 -0.98
C -8.78 2.60 -2.18
C -8.94 2.19 0.27
O -10.13 2.47 0.26
C -8.27 1.83 1.53
C -8.98 1.85 2.73
C -8.35 1.49 3.93
C -7.01 1.11 3.92
C -6.30 1.09 2.73
C -6.92 1.46 1.53
C -6.14 1.48 0.27
O -4.96 1.15 0.27
H -8.52 2.97 -4.29
H -6.09 2.45 -4.26
H -4.99 1.76 -2.16
H -9.84 2.84 -2.20
H -10.03 2.15 2.74
H -8.91 1.52 4.86
H -6.53 0.82 4.85
H -5.25 0.80 2.73
```

Results
energy above the lowest of the compared OMol25 structures with the same formula, charge and spin = 567.6 kJ/mol
total charge = -1
HOMO-LUMO gap = 2.749 eV
LUMO = 0.2 eV
highest occupied orbital energy = -2.52 eV



DFT (ωB97M-V/def2-TZVPD) results for a cluster of 6 separate species, C35H55F5O19 in total.

The geometry in XYZ format:
```
114
Properties=species:S:1:pos:R:3
C -4.47 3.03 -5.01
C -4.10 1.66 -4.45
C -2.66 1.23 -4.74
C -2.03 0.54 -3.53
C -0.80 -0.31 -3.88
C 0.55 0.21 -3.38
C 0.69 0.52 -1.89
C 0.68 -0.68 -0.96
O -0.47 -1.54 -1.12
C -1.44 -1.19 -0.26
O -2.02 -0.11 -0.31
O -1.70 -2.15 0.63
C -2.22 -1.65 1.87
C -1.08 -1.31 2.83
C -0.84 0.20 2.97
C 0.60 0.53 3.35
C 1.03 1.91 2.85
C -0.01 3.02 2.98
C 0.58 4.41 2.70
C -0.08 5.09 1.51
C 0.32 4.45 0.19
C 0.19 5.40 -1.00
O -0.97 6.20 -0.88
C -0.74 7.58 -1.09
H -4.82 2.98 -6.03
H -3.64 3.72 -4.94
H -5.28 3.45 -4.42
H -4.80 0.93 -4.82
H -4.23 1.70 -3.37
H -2.64 0.52 -5.56
H -2.06 2.08 -5.05
H -1.83 1.27 -2.76
H -2.79 -0.13 -3.14
H -0.95 -1.32 -3.55
H -0.74 -0.34 -4.97
H 0.76 1.13 -3.90
H 1.33 -0.48 -3.67
H -0.03 1.25 -1.54
H 1.67 0.98 -1.76
H 0.68 -0.31 0.06
H 1.57 -1.29 -1.06
H -2.89 -0.82 1.74
H -2.80 -2.46 2.30
H -1.33 -1.72 3.80
H -0.17 -1.75 2.45
H -1.02 0.64 2.00
H -1.54 0.65 3.67
H 0.76 0.45 4.42
H 1.27 -0.19 2.89
H 1.92 2.24 3.38
H 1.28 1.83 1.80
H -0.52 2.98 3.94
H -0.77 2.85 2.23
H 0.48 5.04 3.58
H 1.64 4.26 2.48
H -1.15 4.95 1.63
H 0.07 6.16 1.50
H -0.30 3.58 -0.03
H 1.34 4.10 0.21
H 0.10 4.81 -1.91
H 1.08 6.01 -1.09
H -1.68 8.05 -1.33
H -0.05 7.71 -1.91
H -0.30 8.03 -0.21
C 1.05 -4.33 0.47
C 2.49 -4.78 0.57
O 2.74 -4.67 1.97
C 1.55 -4.86 2.61
O 1.44 -5.09 3.76
O 0.52 -4.76 1.74
F 3.33 -3.94 -0.10
H 0.94 -3.25 0.38
H 0.52 -4.80 -0.35
H 2.67 -5.80 0.25
C -1.77 -6.27 -1.44
C -2.50 -7.23 -2.36
O -1.47 -7.63 -3.25
C -0.28 -7.54 -2.58
O 0.73 -8.02 -2.93
O -0.44 -6.81 -1.44
F -3.48 -6.62 -3.06
H -1.76 -5.26 -1.85
H -2.18 -6.24 -0.43
H -2.91 -8.11 -1.86
C 3.07 -1.84 7.29
C 3.10 -0.48 6.62
O 1.77 -0.01 6.82
C 1.30 -0.60 7.96
O 0.34 -0.25 8.55
O 2.10 -1.63 8.32
F 3.35 -0.58 5.29
H 2.72 -2.61 6.60
H 4.03 -2.13 7.71
H 3.80 0.23 7.07
C 3.22 -8.85 2.82
C 1.95 -8.73 2.00
O 2.13 -9.71 1.00
C 2.93 -10.69 1.53
O 3.08 -11.77 1.06
O 3.53 -10.24 2.66
F 1.84 -7.51 1.41
H 4.02 -8.25 2.40
H 3.08 -8.60 3.86
H 1.03 -8.93 2.55
C -0.28 10.27 -5.87
C 0.01 10.63 -4.43
O -0.05 9.36 -3.79
C 0.30 8.42 -4.72
O 0.60 7.30 -4.47
O 0.26 8.95 -5.96
F -0.93 11.44 -3.90
H -1.35 10.25 -6.06
H 0.20 10.93 -6.58
H 1.00 11.07 -4.26
```

Results
energy above the lowest of the compared OMol25 structures with the same formula, charge and spin = 0.0 kJ/mol
HOMO-LUMO gap = 9.644 eV
LUMO = 0.4 eV
highest occupied orbital energy = -9.25 eV



DFT (ωB97M-V/def2-TZVPD) results for an isolated molecule of C16H12FNO4.

The geometry in XYZ format:
```
34
Properties=species:S:1:pos:R:3
C 1.14 -0.35 1.82
C 1.96 0.00 0.58
C 2.92 0.99 0.74
C 3.72 1.38 -0.31
C 3.51 0.78 -1.54
C 2.55 -0.19 -1.71
C 1.75 -0.62 -0.65
C 0.74 -1.74 -0.95
C -0.65 -1.55 -0.38
C -1.04 -2.36 0.62
C -2.40 -2.17 1.25
O -2.89 -3.03 1.94
C -3.13 -0.85 1.03
C -2.72 -0.07 0.04
C -3.43 1.27 -0.21
O -4.58 1.39 0.10
N -2.72 2.36 -0.87
C -1.57 2.74 -0.11
O -1.62 3.67 0.63
F -0.41 2.03 -0.17
C -1.58 -0.47 -0.86
O -1.37 0.04 -1.94
H 1.07 -1.43 2.01
H 0.11 -0.01 1.64
H 1.49 0.22 2.69
H 3.06 1.45 1.72
H 4.48 2.14 -0.13
H 4.15 1.11 -2.36
H 2.45 -0.62 -2.71
H 1.15 -2.71 -0.67
H 0.64 -1.77 -2.05
H -0.36 -3.13 0.97
H -3.96 -0.60 1.69
H -2.48 2.09 -1.83
```

Results
energy above the lowest of the compared OMol25 structures with the same formula, charge and spin = 0.0 kJ/mol
HOMO-LUMO gap = 7.377 eV
LUMO = -1.9 eV
highest occupied orbital energy = -9.30 eV